Entry 1:
Entry from the Open Molecules 2025 dataset: a cluster of 2 separate species, C3H11N2 in total (ωB97M-V with the def2-TZVPD basis set).

Each line ends with the Mulliken charge.
CARTESIAN COORDINATES (ANGSTROEM)
C  1.47  -0.67  -0.43  -0.60
C  1.92  0.05  -1.69  -0.90
H  2.30  -1.02  0.17  0.35
H  0.82  -0.12  0.23  0.07
H  0.93  -1.57  -0.70  0.27
H  2.60  0.86  -1.50  0.29
H  1.09  0.43  -2.29  0.27
H  2.47  -0.64  -2.34  0.29
N  -1.47  0.72  2.14  -0.33
C  -1.65  -0.09  1.13  0.16
N  -1.85  0.30  -0.11  -0.27
H  -1.78  1.69  2.14  0.25
H  -1.51  0.31  3.07  0.28
H  -1.59  -1.16  1.31  0.37
H  -1.76  -0.37  -0.86  0.27
H  -1.98  1.29  -0.28  0.22

Properties
net charge = +1
orbital gap = 0.403 Ha
LUMO energy = -4.1 eV
highest occupied orbital energy = -15.07 eV
total energy = -230.16834 Ha
ΔE to the lowest compared entry with this formula, charge and spin = 0.382 eV
2S+1 = 1
max |F| = 1.14 eV Å⁻¹


Entry 2:
Entry from the Open Molecules 2025 dataset: a structure of composition C12H30AlB2F9NO5S (ωB97M-V with the def2-TZVPD basis set).

Each line ends with the Mulliken charge.
CARTESIAN COORDINATES (ANGSTROEM)
N  2.77  -3.91  0.73  -0.70
B  3.42  -2.73  1.35  0.38
O  3.71  -2.89  2.73  -0.61
Al  3.92  -0.96  0.26  -0.06
C  2.38  -0.49  -1.03  -0.77
C  1.41  0.57  -0.49  -0.94
C  -0.07  0.24  -0.55  0.65
F  -0.39  -0.32  -1.75  -0.17
F  -0.79  1.39  -0.41  -0.26
C  -0.45  -0.77  0.56  0.74
F  -0.05  -2.00  0.16  -0.28
F  0.16  -0.48  1.73  -0.22
S  -2.33  -0.88  0.95  1.32
F  -2.05  -1.43  2.42  -0.34
F  -2.46  -2.37  0.44  -0.33
F  -2.70  -0.36  -0.50  -0.29
F  -2.29  0.61  1.51  -0.26
F  -3.88  -0.90  1.27  -0.33
B  4.54  0.65  1.51  0.55
O  5.54  0.39  2.45  -0.59
O  4.06  1.98  1.54  -0.60
H  3.51  -4.56  0.48  0.21
H  2.38  -3.60  -0.14  0.25
H  2.91  -2.85  3.24  0.25
H  5.19  -1.37  -0.69  -0.37
H  2.85  -0.10  -1.93  0.41
H  1.89  -1.41  -1.32  0.18
H  1.48  1.45  -1.13  0.37
H  1.67  0.92  0.50  0.26
H  5.40  -0.49  2.81  0.29
H  3.48  2.04  2.30  0.25
C  -2.82  -1.53  -3.46  -0.96
C  -1.74  -1.32  -4.51  -0.27
O  -1.25  -2.52  -5.07  -0.44
C  -2.19  -3.34  -5.73  -0.34
C  -2.88  -2.67  -6.91  -1.04
H  -2.45  -2.16  -2.65  0.22
H  -3.13  -0.57  -3.04  0.32
H  -3.71  -2.01  -3.88  0.46
H  -0.89  -0.83  -4.06  0.17
H  -2.10  -0.65  -5.30  0.30
H  -2.93  -3.72  -5.02  0.30
H  -1.62  -4.20  -6.09  0.35
H  -3.47  -1.80  -6.60  0.27
H  -3.56  -3.37  -7.40  0.39
H  -2.15  -2.33  -7.64  0.28
C  -1.09  4.64  5.49  -1.02
C  0.18  4.62  4.64  -0.35
O  0.56  3.34  4.20  -0.43
C  -0.38  2.66  3.38  -0.12
C  -0.74  3.38  2.10  -0.95
H  -0.97  3.99  6.35  0.28
H  -1.29  5.65  5.83  0.39
H  -1.96  4.30  4.93  0.26
H  1.01  4.98  5.24  0.36
H  0.08  5.31  3.79  0.31
H  -1.29  2.42  3.96  0.27
H  0.08  1.70  3.14  0.10
H  -1.22  4.34  2.29  0.39
H  -1.42  2.78  1.51  0.24
H  0.16  3.57  1.51  0.28

Properties
net charge = -1
orbital gap = 0.234 Ha
LUMO energy = 2.3 eV
highest occupied orbital energy = -4.06 eV
total energy = -2495.37369 Ha
2S+1 = 1
max |F| = 1.26 eV Å⁻¹


Entry 3:
Entry from the Open Molecules 2025 dataset: a cluster of 2 separate species, C11H13BrN2 in total (ωB97M-V with the def2-TZVPD basis set).

Each line ends with the Mulliken charge.
CARTESIAN COORDINATES (ANGSTROEM)
C  -0.33  1.90  2.02  -0.95
C  -1.03  2.46  0.94  -0.57
C  -0.08  0.59  1.67  0.72
C  -0.95  1.68  -0.14  0.58
C  1.10  -1.76  -2.32  -0.63
C  0.52  -0.58  -1.81  -0.11
C  0.09  -2.93  -0.55  -0.42
C  0.81  -2.98  -1.63  -0.49
C  -0.08  -0.61  -0.57  0.38
C  0.34  -0.55  2.53  -1.20
C  -1.62  2.11  -1.39  -1.54
N  -0.34  -1.78  0.01  -0.42
N  -0.35  0.46  0.29  0.13
Br  2.89  0.19  0.64  -0.30
H  -0.35  2.29  3.07  0.36
H  -1.27  3.50  0.86  0.40
H  1.53  -1.76  -3.26  0.49
H  0.74  0.36  -2.29  0.38
H  0.01  -3.78  0.11  0.37
H  1.27  -3.84  -1.92  0.48
H  1.60  0.72  0.62  0.33
H  1.19  -1.18  2.20  0.23
H  0.63  -0.21  3.44  0.56
H  -0.56  -1.21  2.70  0.24
H  -2.72  2.37  -1.12  0.32
H  -1.24  3.08  -1.79  0.33
H  -1.81  1.46  -2.31  0.31

Properties
net charge = 0
orbital gap = 0.319 Ha
LUMO energy = 0.6 eV
highest occupied orbital energy = -8.06 eV
total energy = -3110.41615 Ha
ΔE to the lowest compared entry with this formula, charge and spin = 0.429 eV
2S+1 = 1
SMILES = Cc1ccc(C)n1-c1ccccn1.Br
max |F| = 5.24 eV Å⁻¹


Entry 4:
Entry from the Open Molecules 2025 dataset: a cluster of 2 separate species, CH4IOPS in total (ωB97M-V with the def2-TZVPD basis set).

Each line ends with the Mulliken charge.
CARTESIAN COORDINATES (ANGSTROEM)
C  0.92  -0.65  0.10  -0.80
O  -0.15  1.55  1.20  -0.47
P  0.82  1.12  -0.06  0.40
S  -0.24  1.54  -1.67  -0.35
I  -3.39  -2.97  -1.24  0.00
H  1.16  -1.04  -0.85  0.32
H  1.52  -0.95  0.89  0.35
H  -0.06  -0.96  0.50  0.24
H  -0.59  2.36  1.13  0.31

Properties
net charge = 0
orbital gap (spin up / spin down) = 0.270 / 0.192 Ha
LUMO energy (spin up / spin down) = -1.9 / -3.4 eV
highest occupied orbital energy (spin up / spin down) = -9.29 / -8.57 eV
total energy = -1152.94135 Ha
ΔE to the lowest compared entry with this formula, charge and spin = 2.617 eV
2S+1 = 1
max |F| = 3.55 eV Å⁻¹


Entry 5:
Entry from the Open Molecules 2025 dataset: a structure of composition C7H23F3N7O4Sr (ωB97M-V with the def2-TZVPD basis set).

Each line ends with the Mulliken charge.
CARTESIAN COORDINATES (ANGSTROEM)
Sr  1.43  -0.09  -0.37  1.61
F  3.03  -2.12  -0.54  -0.96
F  3.17  0.66  -2.40  -0.91
F  3.38  0.89  0.82  -0.96
C  -0.67  1.29  -4.25  -1.61
C  0.17  1.15  -2.97  0.42
C  -0.24  2.20  -1.93  -0.68
O  0.77  2.36  -0.93  -0.01
C  0.54  3.47  -0.13  -0.90
N  -0.03  -0.19  -2.41  -0.33
H  -0.64  2.32  -4.63  0.40
H  -1.72  1.07  -4.02  0.36
H  -0.32  0.61  -5.02  0.40
H  1.22  1.32  -3.22  0.21
H  -1.18  1.96  -1.41  0.06
H  -0.37  3.16  -2.46  0.49
H  1.35  3.55  0.59  0.28
H  -0.33  3.36  0.54  0.21
H  0.49  4.39  -0.72  0.32
H  0.37  -0.82  -3.12  0.28
H  -1.00  -0.52  -2.48  0.10
C  -0.86  -2.88  0.19  0.51
O  -0.02  -2.11  -0.18  -0.36
N  -0.54  -4.14  0.67  -0.50
N  -2.22  -2.60  0.17  -0.42
H  0.35  -4.50  0.38  0.29
H  -1.26  -4.77  0.98  0.13
H  -2.47  -1.65  -0.02  0.21
H  -2.87  -3.22  0.60  0.18
C  -1.83  0.77  1.36  0.24
O  -1.00  0.51  0.50  -0.03
N  -3.13  1.12  1.10  -0.38
N  -1.47  0.67  2.67  -0.38
H  -3.72  1.53  1.80  0.16
H  -3.47  1.16  0.16  0.23
H  -0.48  0.55  2.83  0.18
H  -2.03  1.06  3.41  0.12
C  1.87  -1.18  2.77  0.52
O  1.18  -0.43  2.08  -0.44
N  1.77  -1.19  4.15  -0.48
N  2.84  -1.97  2.24  -0.23
H  2.32  -1.84  4.68  0.14
H  1.26  -0.45  4.58  0.18
H  3.33  -2.66  2.76  0.15
H  3.04  -1.81  1.22  0.20

Properties
net charge = -1
orbital gap = 0.201 Ha
LUMO energy = 2.0 eV
highest occupied orbital energy = -3.48 eV
total energy = -1295.33405 Ha
ΔE to the lowest compared entry with this formula, charge and spin = 1.789 eV
2S+1 = 1
max |F| = 4.15 eV Å⁻¹


Entry 6:
Entry from the Open Molecules 2025 dataset: a structure of composition C2H2LaO4 (ωB97M-V with the def2-TZVPD basis set).

Each line ends with the Mulliken charge.
CARTESIAN COORDINATES (ANGSTROEM)
O  -0.53  2.36  0.83  -0.59
C  0.10  1.35  0.48  0.79
O  -0.19  0.82  -0.72  -0.35
O  0.79  0.71  1.34  -0.57
C  -0.41  -0.68  -0.84  -0.10
O  0.66  -1.44  -0.56  -0.68
La  1.58  -1.48  1.56  1.02
H  -1.30  -0.89  -0.20  0.30
H  -0.70  -0.75  -1.90  0.18

Properties
net charge = 0
orbital gap (spin up / spin down) = 0.209 / 0.282 Ha
LUMO energy (spin up / spin down) = -0.9 / -1.1 eV
highest occupied orbital energy (spin up / spin down) = -6.57 / -8.81 eV
total energy = -409.92979 Ha
⟨S²⟩ = 0.7508
ΔE to the lowest compared entry with this formula, charge and spin = 0.000 eV
2S+1 = 2
max |F| = 4.83 eV Å⁻¹


Look up the 2S+1 of the second one.
1


Which of these has the lowest total energy?
C11H13BrN2


What is the 2S+1 in the fifth record?
1